Entry from OMol25: a 2-piece molecular cluster, CH3BO4 overall in a non-equilibrium geometry (ωB97M-V with the def2-TZVPD basis set).

Computed properties:
Largest force on an atom, eV Å⁻¹: 5.34
Relative energy (zero: lowest compared OMol25 entry of this formula, charge and spin), kJ/mol: 220.65
HOMO energy, eV: -10.75
Electronic energy, Ha: -365.7880
HOMO-LUMO gap, eV: 10.8
SMILES: O=BO.O=CO
E_LUMO, eV: 0.09

The geometry in XYZ format:
```
9
Properties=species:S:1:pos:R:3:forces:R:3
O -1.7984 0.9171 0.4582 0.18 1.78 0.35
B -2.0622 -0.2379 0.2981 -0.17 -2.68 -0.57
O -2.4108 -1.4958 0.0591 0.91 -1.64 -0.27
H -1.8240 -2.3130 -0.1083 -1.10 2.51 0.56
O 1.2350 -0.9859 0.3482 0.31 -2.26 0.67
C 1.1755 0.1130 -0.0301 -2.36 4.64 -1.17
O 2.0694 0.7381 -0.8257 1.84 -4.34 0.38
H 0.2711 0.8777 0.0927 1.42 -1.70 0.42
H 1.8498 1.6109 -0.8876 -1.03 3.70 -0.35
```
Positions in Å, forces in eV/Å.